Record 1
The following is a DFT calculation (ωB97M-V/def2-TZVPD) of an isolated molecule of C5H9NO.

Results
- energy above the lowest of the compared OMol25 structures with the same formula, charge and spin (kcal per mole) = 45.40
- electronic energy (hartree) = -325.865207
- structure (SMILES) = [H]/N=C(/C)OC1CC1
- gap between HOMO and LUMO (eV) = 10.7
- HOMO level (eV) = -9.691

ORCA input file:
```
! RIJCOSX wB97M-V def2-TZVPD def2/J DEFGRID3
* xyz 0 1
C 1.868 -0.812 -0.126
C 1.480 0.648 -0.055
N 2.300 1.593 -0.256
O 0.180 0.990 0.193
C -0.773 0.060 0.619
C -1.530 -0.713 -0.416
C -2.194 0.424 0.326
H 1.671 -1.338 0.819
H 1.299 -1.309 -0.923
H 2.937 -0.887 -0.356
H 1.762 2.460 -0.167
H -0.552 -0.399 1.583
H -1.261 -0.518 -1.452
H -1.812 -1.737 -0.181
H -2.385 1.342 -0.230
H -2.948 0.182 1.072
*
```

Record 2
The following is a DFT calculation (ωB97M-V/def2-TZVPD) of C23H46O31S4 as an isolated structure in a non-equilibrium geometry.

Results
- electronic energy (hartree) = -4829.056250
- gap between HOMO and LUMO (eV) = 10.3
- HOMO level (eV) = -10.359

ORCA input file:
```
! RIJCOSX wB97M-V def2-TZVPD def2/J DEFGRID3
* xyz 0 1
C -2.589 1.311 4.586
C -3.580 0.210 4.464
O -3.038 -0.904 5.221
S -1.474 -0.828 4.991
O -1.212 -1.497 3.761
O -0.832 -1.082 6.194
O -1.330 0.690 4.627
H -2.704 1.901 5.484
H -2.673 1.962 3.720
H -3.637 -0.142 3.438
H -4.530 0.460 4.920
C 1.329 5.506 1.181
C 1.278 6.159 -0.222
O 1.726 5.144 -1.110
S 2.968 4.471 -0.416
O 4.070 5.346 -0.514
O 2.968 3.098 -0.819
O 2.467 4.537 1.076
H 0.467 4.855 1.327
H 1.560 6.267 1.895
H 1.856 7.081 -0.284
H 0.287 6.465 -0.544
C -1.483 2.967 -7.196
C -2.726 3.665 -6.680
O -2.711 3.441 -5.217
S -1.316 2.844 -4.864
O -1.545 1.941 -3.790
O -0.392 3.958 -4.896
O -1.043 2.038 -6.196
H -0.655 3.624 -7.439
H -1.761 2.413 -8.087
H -3.597 3.116 -7.008
H -2.742 4.725 -6.924
C -0.025 1.525 -0.370
C -0.579 1.708 1.033
O -0.202 0.491 1.728
S -0.479 -0.671 0.688
O -1.853 -0.951 0.730
O 0.525 -1.671 0.884
O -0.115 0.135 -0.646
H 1.017 1.768 -0.346
H -0.568 2.061 -1.139
H -1.671 1.815 1.065
H -0.082 2.537 1.546
C -1.901 -2.882 -1.904
O -1.423 -3.494 -3.114
C -1.387 -2.784 -4.209
O -1.824 -1.668 -4.379
O -0.787 -3.523 -5.143
C -0.714 -2.934 -6.452
H -1.120 -2.966 -1.143
H -2.841 -3.313 -1.576
H -2.056 -1.818 -2.038
H -0.170 -1.998 -6.526
H -1.664 -2.692 -6.884
H -0.245 -3.690 -7.072
C -3.941 0.386 -2.253
O -4.072 0.751 -0.895
C -5.340 0.925 -0.543
O -6.351 0.867 -1.193
O -5.377 1.173 0.805
C -6.617 1.257 1.450
H -4.352 1.072 -2.980
H -4.380 -0.606 -2.305
H -2.871 0.329 -2.406
H -6.515 1.448 2.517
H -7.175 0.344 1.241
H -7.252 2.083 1.133
C 1.340 -4.191 3.857
O 2.756 -4.004 3.871
C 3.398 -5.015 4.491
O 2.878 -5.985 5.016
O 4.674 -4.792 4.436
C 5.463 -5.859 5.097
H 0.941 -3.420 3.186
H 1.013 -4.018 4.873
H 1.069 -5.210 3.622
H 5.322 -6.813 4.597
H 5.252 -5.937 6.165
H 6.449 -5.468 4.869
C 1.816 3.567 4.320
O 2.111 2.479 3.487
C 2.103 1.268 4.071
O 1.696 1.083 5.194
O 2.588 0.418 3.196
C 2.623 -0.938 3.592
H 1.504 4.393 3.713
H 2.574 3.856 5.038
H 0.910 3.366 4.871
H 3.003 -1.561 2.802
H 1.697 -1.431 3.812
H 3.191 -1.073 4.503
C 5.182 -4.532 -3.962
O 4.924 -3.367 -3.190
C 3.700 -2.891 -3.263
O 2.837 -3.174 -4.057
O 3.589 -1.979 -2.294
C 2.364 -1.377 -1.946
H 4.727 -5.373 -3.436
H 6.249 -4.665 -3.962
H 4.825 -4.435 -4.972
H 1.859 -1.252 -2.883
H 2.660 -0.472 -1.412
H 1.713 -1.952 -1.289
*
```